No. 1
54
Properties=species:S:1:pos:R:3:mulliken_charge:R:1 method="wB97M-V/def2-TZVPD" orbital_gap_ev=7.817 spin_multiplicity=1 e_above_lowest_ev=20.962 total_energy_ha=-1790.10964 total_charge=0
C -2.873 0.957 1.288 0.2100
H 3.041 -0.265 0.117 -0.0076
H 0.464 -5.322 2.905 0.4817
C -0.483 -0.088 -1.618 0.4379
H 3.261 -4.292 -0.181 0.3853
C 1.683 -3.772 1.132 0.6276
H 2.600 0.801 1.383 0.2423
H -0.603 4.295 0.044 0.4730
H 1.979 -5.889 3.672 0.2157
O 2.062 -4.888 2.131 -0.3598
H -1.605 1.393 -2.916 0.3869
H -0.733 -1.357 0.894 -0.0546
C -1.843 1.941 0.831 -0.5299
C -1.105 3.369 -0.595 -1.3227
H 1.325 -0.511 -2.319 0.2302
O 2.672 1.081 -2.918 -0.3819
C -2.158 2.442 -0.316 1.6077
C 3.461 0.576 0.736 -0.5779
C 1.983 1.721 -2.340 -0.3802
O -1.573 -0.228 -1.045 -0.5344
H 3.846 2.555 0.225 0.4693
C -3.203 2.621 -1.192 -0.9763
N 0.174 2.698 -1.116 0.2485
C 1.384 -4.879 3.253 -0.9664
C -4.261 -0.627 2.173 -0.1226
H -4.152 -1.734 1.928 0.2090
H -0.104 0.859 -3.736 0.4602
S 1.427 3.362 1.269 -0.2441
H -4.825 -0.619 3.165 0.2174
O -3.199 0.048 2.172 -0.3802
C 3.390 1.755 -0.299 -0.9711
C 0.307 -3.074 1.475 -1.3287
C -0.644 0.983 -2.703 -1.1607
H 1.391 -4.226 4.081 0.3336
C 0.872 -1.870 -0.800 0.0819
H -0.969 1.882 1.496 0.2585
N 0.459 -0.877 -1.618 0.2137
C 1.264 2.596 -0.270 0.1868
H 0.499 2.830 -2.995 0.6091
C -4.154 0.839 0.304 0.7568
H -3.597 3.003 -2.031 0.4916
N 2.261 2.055 -0.915 0.2292
C -4.411 1.672 -0.605 -1.4635
C 2.479 -3.511 -0.065 -1.1882
H 4.497 0.440 1.136 0.4006
H 4.181 1.451 -1.148 0.3140
H -0.152 -3.186 2.281 0.7998
H 2.553 -2.259 -1.843 0.1287
C 0.658 2.235 -2.188 -0.0242
C 1.960 -2.571 -0.870 0.7002
O -4.969 -0.115 0.894 -0.5595
C 0.046 -2.081 0.304 0.1294
H -1.353 4.152 -1.589 0.2486
H -5.209 1.629 -1.058 0.7492

=====

No. 2
55
Properties=species:S:1:pos:R:3:mulliken_charge:R:1 method="wB97M-V/def2-TZVPD" orbital_gap_ev=9.292 smiles="CN(c1cccc(NC(=O)c2ccccc2N(C)S(=O)(=O)c2ccccc2)c1)S(C)(=O)=O" spin_multiplicity=1 e_above_lowest_ev=0.752 total_energy_ha=-2188.98393 total_charge=0
C -2.078 -1.669 2.101 -0.7472
O 2.310 -2.940 0.788 -0.6656
C -1.382 3.012 -1.212 -0.1072
S -1.571 0.701 -2.427 1.3600
C -1.163 -0.631 1.951 -0.1199
H 1.832 -2.594 -1.257 0.6948
C 1.356 -2.052 -2.060 -0.7217
H -3.012 5.968 -0.986 0.4020
H -2.273 3.070 2.058 0.5163
C 3.182 -0.498 1.329 -0.7086
S 2.955 -2.212 1.846 1.1924
H 0.036 -0.983 -0.745 0.3993
H -3.262 5.217 1.354 0.4199
N 1.941 -2.142 3.206 0.2007
C -2.594 5.023 -0.672 -0.6476
H -2.571 0.707 1.306 0.3681
H -0.441 -0.129 -4.883 0.4997
H 0.337 3.642 -3.083 0.4681
N -0.740 2.155 -2.113 0.5397
H 1.722 -2.848 5.143 0.3871
C -2.736 4.603 0.639 -0.8266
C 0.347 -1.149 -1.762 0.0126
H -3.101 -1.533 1.784 0.4270
O 4.226 -2.697 2.300 -0.7027
H 4.061 -0.499 0.695 0.4607
C 0.090 -0.662 -4.110 -0.4843
C 1.100 -1.562 -4.405 -0.5776
C 0.577 -2.030 2.869 -0.6145
H -2.370 -3.673 2.766 0.3905
C 1.732 -2.251 -3.379 -0.6392
H 1.389 -1.729 -5.432 0.4113
H 2.517 -2.955 -3.611 0.4228
O -2.266 0.319 -1.232 -0.5283
H 3.370 -2.903 4.464 0.3415
C -1.661 -2.868 2.646 -1.0078
N -1.573 0.596 1.418 0.0846
C -1.933 4.233 -1.594 -0.1542
C -0.807 1.370 0.591 -0.0605
H -0.923 2.871 -4.095 0.3809
H -1.853 4.561 -2.618 0.4654
C 2.315 -3.067 4.256 -1.0382
H 3.367 0.087 2.220 0.3322
C -0.342 -3.063 3.020 -0.3231
H 0.567 1.993 -3.689 0.3542
C -0.266 -0.460 -2.789 -0.1509
H 2.320 -0.141 0.779 0.0930
H 0.835 0.018 2.316 1.0403
C -2.192 3.393 1.030 -0.4276
C 0.150 -0.807 2.368 0.1844
O -2.360 0.896 -3.612 -0.7096
H -0.035 -4.016 3.418 0.3925
C -0.168 2.708 -3.320 -1.2325
C -1.503 2.599 0.121 0.1310
O 0.359 1.136 0.330 -0.5602
H 2.181 -4.115 3.972 0.3828

=====

No. 3
58
Properties=species:S:1:pos:R:3:mulliken_charge:R:1 method="wB97M-V/def2-TZVPD" orbital_gap_ev=6.141 spin_multiplicity=1 total_energy_ha=-2417.81603 total_charge=0
O 0.274 1.696 -0.795 -1.0020
C -0.300 1.218 -1.813 0.8260
Pt 0.104 0.248 0.959 2.1516
H 0.808 -4.200 4.047 0.4914
C -0.605 2.106 2.725 0.5252
H -1.128 2.948 4.625 0.2744
H -1.291 1.940 -6.306 0.4105
H 3.292 -0.561 3.551 0.4685
N -0.902 -0.724 -0.763 -0.2553
H 5.047 -0.386 2.009 0.3980
H -0.801 -3.867 3.359 0.3287
H -0.345 4.228 -6.238 0.3722
H 0.508 -4.410 2.314 0.3139
C 2.536 -0.530 -0.823 -0.0111
O -3.711 1.502 1.487 -0.6489
H 0.585 3.667 -2.100 0.3988
C 0.271 -3.808 3.188 -1.5668
O -0.191 -1.548 2.551 -0.6197
H 5.849 -0.137 -0.329 0.4257
H -3.924 -3.451 -0.150 0.3100
H -0.861 4.137 3.347 0.2914
H -3.145 3.932 2.679 0.2781
C -0.345 3.613 -5.349 -0.3534
C 4.352 -0.411 1.183 -0.7868
C -2.967 -3.952 -0.299 -0.5617
H -1.413 -0.122 -3.504 0.6788
H 1.796 -0.617 -1.608 0.4973
C -1.292 3.160 3.567 -0.5365
H -2.981 -4.923 0.192 0.3885
H 2.598 -2.817 3.269 0.2368
O -1.438 0.310 -4.390 -0.6690
C -0.896 1.529 -4.261 0.2180
O 0.604 1.836 2.733 -0.7550
C -0.874 2.343 -5.395 -0.6502
H -1.756 -4.684 -1.939 0.2821
C -2.748 3.026 3.137 -0.3916
C 3.866 -0.342 -1.146 -0.9963
C 0.181 4.106 -4.161 -0.7095
N -1.459 1.452 1.941 -0.3653
C -2.630 -4.054 -1.766 -0.5622
C 4.800 -0.275 -0.121 -0.3384
H 1.681 -0.021 3.010 0.1475
C 0.179 3.311 -3.036 -0.5736
S -2.249 -2.367 -2.365 -0.1223
N 1.944 -2.073 3.084 0.0018
H -3.411 2.738 3.952 0.2640
H 4.166 -0.264 -2.179 0.4435
C 0.643 -2.371 2.902 0.7370
C 2.999 -0.581 1.429 1.0612
N -0.860 0.021 -1.886 -0.4851
H -3.467 -4.429 -2.353 0.3765
N 2.095 -0.636 0.435 -0.0432
C 2.487 -0.749 2.839 -1.1578
H 0.590 5.105 -4.121 0.4129
C -2.740 1.902 2.079 0.0405
C -0.346 2.017 -3.061 0.3964
S -1.661 -2.942 0.500 -0.0357
C -1.517 -1.841 -0.837 -0.2499

=====

No. 4
64
Properties=species:S:1:pos:R:3:mulliken_charge:R:1 method="wB97M-V/def2-TZVPD" orbital_gap_ev=7.331 spin_multiplicity=1 e_above_lowest_ev=0.663 total_energy_ha=-2711.11202 total_charge=+1
H -1.921 -0.270 0.361 0.0181
S 1.644 -2.750 -0.067 0.7982
H 2.558 -5.079 4.873 0.4352
C -0.165 -2.921 1.713 0.2187
H -3.905 2.614 -2.238 0.6572
O -1.231 -2.780 2.243 -0.6014
H -1.608 0.790 -5.374 0.6127
C -2.851 1.662 -3.858 -0.2925
Si -1.370 -2.400 -0.759 0.3599
C 3.606 2.966 0.613 -1.1658
N 1.983 1.984 2.063 0.1563
C 3.327 -4.133 1.706 -0.7026
H 4.376 2.746 -1.937 0.2299
H 1.827 2.494 4.078 0.3588
H 0.264 1.864 -1.626 0.9210
H -2.469 -4.237 0.395 0.3482
Os 0.998 0.001 -1.170 1.5729
H 0.520 -1.703 -2.367 0.6454
C 2.422 -4.634 3.896 -0.4911
C 1.379 1.789 3.384 -0.8826
O -0.861 2.911 0.155 -0.5943
O -2.954 3.325 -0.134 -0.6115
N 2.001 1.456 -0.227 -0.2783
C -1.666 1.181 -4.367 -0.3684
O 2.213 -1.370 -0.088 -0.8516
N -1.890 2.888 -0.496 1.0200
C 3.076 2.202 -0.478 1.2042
H 1.555 0.771 3.724 0.3036
C -0.539 1.191 -3.550 0.0047
H 3.375 3.384 2.690 0.4381
C -2.158 -4.069 -0.637 -1.3221
C 1.066 -3.495 2.316 0.1543
O 0.602 0.419 1.081 -0.6492
C 1.503 1.273 1.014 0.0645
C -2.487 -1.065 -0.128 -0.7051
H -3.195 -1.477 0.590 0.4653
H -3.046 -0.636 -0.963 0.3472
O 1.849 -3.518 -1.250 -0.5762
C -1.831 2.235 -1.820 -0.7351
O -5.086 2.068 -4.234 -0.6005
C 3.031 2.830 1.829 -0.1588
O -3.954 1.107 -5.801 -0.5942
C 0.778 0.635 -4.052 0.5885
H 0.308 1.967 3.316 0.3020
H 0.378 -4.020 4.274 0.5418
C -0.625 1.707 -2.268 -0.0270
H -1.475 -4.864 -0.942 0.3475
O 1.638 0.345 -3.103 -0.9131
C 2.113 -3.542 1.419 0.4680
N 0.068 -2.595 0.357 0.4014
H 4.128 -4.173 0.980 0.5147
O 0.990 0.558 -5.233 -0.6325
H -0.587 -2.803 -3.034 0.4632
N -4.070 1.610 -4.708 1.0570
C -0.571 -1.934 -2.369 -0.8953
H -1.127 -1.148 -2.866 0.0321
C -2.968 2.209 -2.590 -0.3601
H 3.130 1.612 -2.419 0.2559
C 1.205 -4.042 3.577 -0.6383
H 4.436 3.639 0.471 0.4320
N 3.556 2.210 -1.711 -0.2770
C 3.464 -4.687 2.973 -0.6300
H 4.392 -5.172 3.244 0.4297
H -3.048 -4.137 -1.267 0.3865